{
  "formula": "C15H23CrF5N5O4",
  "method": "ωB97M-V with the def2-TZVPD basis set",
  "s_squared": 0.760,
  "de_lowest_kcal_mol": 18.0,
  "gap_ev": [8.08, 8.42],
  "e_lumo_ev": [-7.3, -6.8],
  "charge": 2,
  "spin_multiplicity": 2,
  "e_homo_ev": [-15.350, -15.175],
  "symbols": ["Cr", "C", "N", "C", "C", "O", "C", "O", "C", "C", "O", "N", "C", "C", "H", "H", "H", "H", "H", "H", "H", "H", "H", "H", "H", "H", "H", "H", "H", "H", "F", "C", "F", "C", "F", "F", "F", "C", "N", "C", "C", "C", "N", "C", "O", "N", "H", "H", "H", "H", "H", "H", "H"],
  "xyz": [[0.332028, 0.077732, -0.241423], [-1.381772, 3.326832, 3.583477], [-1.150372, 2.995532, 2.195677], [-1.368072, 4.072232, 1.246877], [-0.704372, 1.843032, 1.745777], [-0.523872, 1.653032, 0.512677], [-0.369872, 0.683132, 2.676377], [0.396128, -0.258268, 1.922277], [0.172428, -1.623468, 2.240477], [-0.789872, -2.213568, 1.198677], [-1.094172, -1.479368, 0.238277], [-1.221172, -3.449468, 1.347477], [-2.080072, -4.061368, 0.352277], [-0.912072, -4.295068, 2.479977], [-2.256772, 3.973632, 3.645777], [-1.553972, 2.446132, 4.193577], [-0.526772, 3.876632, 3.984677], [-2.369772, 3.998632, 0.821077], [-1.271572, 5.023432, 1.761277], [-0.630672, 4.023132, 0.445377], [0.239728, 1.014332, 3.528677], [-1.306772, 0.230132, 3.033677], [1.147428, -2.118768, 2.144577], [-0.205972, -1.725068, 3.263277], [-2.318372, -3.338868, -0.424123], [-1.569272, -4.917268, -0.090923], [-2.998572, -4.413468, 0.822977], [-0.010472, -3.981968, 2.995477], [-1.747872, -4.302968, 3.183077], [-0.762172, -5.314068, 2.126077], [2.384328, 1.349332, -1.744223], [2.120928, 0.972432, -0.450523], [3.003728, -0.032068, -0.170523], [2.451228, 2.148432, 0.451977], [2.068128, 1.826432, 1.713977], [3.704928, 2.535232, 0.500377], [1.689128, 3.198932, 0.099477], [2.247628, -2.237668, -3.852823], [1.305028, -1.150168, -3.685123], [0.910928, -0.369468, -4.719123], [0.100228, 0.706232, -4.539723], [-0.299372, 1.043132, -3.214223], [0.080928, 0.229232, -2.219923], [0.863728, -0.849568, -2.436223], [1.168528, -1.484468, -1.410723], [-1.014072, 2.119332, -2.920223], [2.344328, -2.479768, -4.909123], [1.898228, -3.107968, -3.297823], [3.223228, -1.942868, -3.459723], [1.279328, -0.642968, -5.697123], [-0.210672, 1.302632, -5.380023], [-1.274572, 2.776332, -3.637123], [-1.208872, 2.344732, -1.954923]],
  "forces_ev_per_a": [[-1.1016, -0.7765, 1.1649], [0.0536, 0.0961, 0.6946], [0.4662, -0.8782, -0.6475], [-0.0674, 0.3616, -0.6408], [-0.0127, 0.2477, 1.1600], [-0.2294, -0.4847, -1.2196], [0.0175, 0.3064, 0.2092], [-0.0599, 0.1189, -0.4359], [0.0744, -0.4711, -0.0038], [0.2261, -0.2249, 0.6848], [0.2971, 0.6816, -0.7115], [0.1093, 0.4687, -0.2721], [-0.3247, -0.0726, -0.4764], [0.0148, -0.2302, 0.4924], [0.0026, -0.1468, 0.0024], [-0.0472, -0.0784, -0.0129], [-0.0308, -0.0360, -0.0403], [-0.0132, 0.0403, 0.0265], [0.0198, -0.0090, 0.0507], [-0.0923, 0.0383, 0.1516], [-0.2556, -0.0196, -0.1737], [0.1973, 0.0807, -0.0517], [-0.2067, 0.0153, 0.1996], [0.1605, -0.0409, -0.1766], [-0.0162, -0.0788, 0.0810], [0.0030, 0.0295, 0.0238], [0.0220, 0.0512, 0.0085], [0.0566, 0.0166, 0.0102], [0.0477, -0.0083, 0.0013], [0.0516, 0.0523, -0.0087], [0.2885, 0.2934, 0.1529], [0.7787, -0.5809, -0.8657], [0.2669, 0.0921, 0.4048], [-0.5757, 0.6588, 0.6801], [0.2653, -0.0337, 0.1319], [0.0939, -0.2651, -0.3007], [0.1627, 0.1529, -0.2383], [0.5837, -0.5855, 0.1265], [-0.2284, 0.1377, 0.2804], [-0.4542, 0.5994, -0.0249], [0.0625, -0.1097, 0.0316], [0.3909, -0.3718, -0.0885], [-0.5550, 0.2384, -0.3730], [-0.4292, 0.5089, -0.8104], [0.1445, 0.1369, 0.9786], [0.0008, 0.0588, 0.0945], [-0.0903, 0.0267, 0.0798], [0.0336, 0.0461, -0.1275], [-0.0899, -0.0380, -0.0398], [0.0161, -0.0613, 0.0033], [0.0057, 0.0585, -0.0839], [-0.0173, -0.0076, 0.0371], [-0.0159, -0.0045, -0.1385]],
  "nbo_charge": [1.20, -0.42, -0.32, -0.43, 0.71, -0.66, -0.16, -0.52, -0.17, 0.67, -0.67, -0.35, -0.43, -0.42, 0.24, 0.22, 0.24, 0.23, 0.24, 0.24, 0.25, 0.23, 0.25, 0.23, 0.24, 0.22, 0.23, 0.22, 0.23, 0.24, -0.34, 0.37, -0.32, 0.91, -0.34, -0.27, -0.32, -0.41, -0.37, 0.14, -0.34, 0.51, -0.58, 0.79, -0.59, -0.72, 0.24, 0.24, 0.24, 0.25, 0.26, 0.43, 0.42]
}